Molecular formula: C4H8O2
Method: DFT, ωB97M-V/def2-TZVPD

Results
- strongest force on any atom (eV Å⁻¹) = 3.28
- SMILES = CC1OCCO1
- Kohn-Sham gap (eV) = 11.228
- calculated total energy (eV) = -8370.8211
- energy above the lowest of the compared OMol25 structures with the same formula, charge and spin (kcal/mol) = 56.74

Geometry (Å):
C: 0.96 1.61 0.97
C: 0.15 0.39 0.54
C: 0.04 -1.51 -0.73
C: -1.24 -0.58 -0.98
H: 0.35 2.10 1.82
H: 2.02 1.36 1.40
H: 1.07 2.45 0.15
H: -0.38 -0.21 1.33
H: -0.21 -2.33 0.06
H: 0.67 -1.91 -1.50
H: -2.18 -1.09 -0.37
H: -1.44 -0.49 -2.09
O: 0.95 -0.56 -0.14
O: -0.77 0.77 -0.45

Löwdin atomic charge list, values in e, 6 entries: atom 1 (C): -0.0271, atom 2 (C): -0.4884, atom 3 (C): -0.1504, atom 4 (C): -0.0971, atom 5 (H): 0.0945, atom 6 (H): 0.1071